[1]
Density functional theory data (the ωB97M-V functional and the def2-TZVPD basis) for a cluster of 2 separate species, C2H4OS in total at a distorted geometry.

The calculation puts the LUMO energy at -0.0371 Eh. The value obtained for the HOMO-LUMO gap is 7.995 eV. The total energy is -551.8128 hartree. The calculation puts the energy relative to the best compared isomer or geometry (same formula, charge and spin) at 135.4 kcal/mol.

Geometry as XYZ:
```
8
Properties=species:S:1:pos:R:3:nbo_charge:R:1
C 0.5799 0.1729 -0.1626 -0.1461
C -0.9057 0.6423 -0.1600 -0.3020
H 0.0005 -1.6246 1.0769 0.3020
H 0.8967 0.4684 0.8940 0.1788
H 1.4264 0.3914 -1.0838 0.2515
H -0.9073 1.7217 -0.0446 0.2168
O 0.8433 -1.1435 -0.3014 -0.6050
S -1.9336 -0.6285 -0.2185 0.1040
```

***

[2]
Density functional theory data (the ωB97M-V functional and the def2-TZVPD basis) for a cluster of 2 separate species, C2H4OS2 in total at a distorted geometry.

The calculation puts the LUMO energy at -0.0301 Eh. The value obtained for the HOMO-LUMO gap is 8.393 eV. The total energy is -950.1062 hartree. The calculation puts the energy relative to the best compared isomer or geometry (same formula, charge and spin) at 64.3 kcal/mol.

Geometry as XYZ:
```
9
Properties=species:S:1:pos:R:3:nbo_charge:R:1
C -0.1527 -2.0973 0.2546 -0.4459
C 0.2105 1.3728 -0.7150 -0.7185
O 0.4220 2.9310 1.3993 -0.8924
S -0.9869 -2.8713 -0.9066 0.0819
S -0.2225 1.7452 0.8596 1.1613
H -0.7627 -1.8084 1.1449 0.1875
H 0.7498 -1.6844 0.2029 0.1715
H 0.9892 1.9077 -1.1806 0.2321
H -0.2467 0.5046 -1.0590 0.2224
```

***

[3]
Density functional theory data (the ωB97M-V functional and the def2-TZVPD basis) for the molecule C2H4OS2 at a distorted geometry.

As for the structure (SMILES): OCC(=S)S. The calculation puts the LUMO energy at -0.0109 Eh. The value obtained for the HOMO-LUMO gap is 8.557 eV. The total energy is -950.1786 hartree. The calculation puts the energy relative to the best compared isomer or geometry (same formula, charge and spin) at 18.9 kcal/mol.

Geometry as XYZ:
```
9
Properties=species:S:1:pos:R:3:nbo_charge:R:1
C 1.4327 0.4341 0.1035 -0.1154
C -0.1421 0.2261 -0.0152 -0.3251
H 2.1069 -1.2980 -0.3884 0.4694
H 1.4938 1.0516 1.0143 0.2109
H 1.6991 0.8769 -0.7692 0.1884
H -1.8728 -0.9742 -0.3523 0.1644
O 2.2175 -0.6752 0.3699 -0.6927
S -0.6915 -1.3802 0.2058 0.1180
S -1.1154 1.4917 -0.3928 -0.0179
```

***

[4]
Density functional theory data (the ωB97M-V functional and the def2-TZVPD basis) for the molecule C2H4OS3 at a distorted geometry.

As for the structure (SMILES): CC(=S)[S@H](=O)=S. The calculation puts the LUMO energy at -0.0334 Eh. The value obtained for the HOMO-LUMO gap is 8.064 eV. The total energy is -1348.2869 hartree. The calculation puts the energy relative to the best compared isomer or geometry (same formula, charge and spin) at 76.3 kcal/mol.

Geometry as XYZ:
```
10
Properties=species:S:1:pos:R:3:nbo_charge:R:1
C 0.1923 -0.9673 -0.2232 -0.2547
C -0.4439 0.4151 -0.2642 -0.7158
O 2.5159 -0.8111 1.5966 -0.9082
S -0.3201 -2.3658 -0.4893 0.2561
S 3.0100 0.9321 -0.7092 -0.4278
S 2.2391 -0.6361 0.2025 1.2448
H -1.4906 0.2555 -0.0985 0.2425
H -0.1210 0.8346 -1.2279 0.2685
H 0.1835 1.0193 0.4962 0.2500
H 2.4510 -1.9465 -0.5678 0.0447
```